Record 1
ORCA calculation (the ωB97M-V functional and the def2-TZVPD basis) on C60H50BrF14IN3O25S as an isolated structure at a distorted geometry.

ORCA input file:
```
! RIJCOSX wB97M-V def2-TZVPD def2/J DEFGRID3
* xyz 1 1
C 1.1667 5.3729 8.1800
C 0.7242 4.4968 9.3754
O 0.8796 4.8543 10.5198
N 0.0864 3.2727 9.0025
C -0.4797 2.6073 10.1885
C 1.0162 2.3912 8.2589
C 0.7865 2.3968 6.7004
C 0.3889 0.9608 6.2635
C -0.2990 0.8588 4.8739
C -1.3338 1.9215 4.5365
N -1.4653 2.4317 3.2747
C -0.6687 2.1085 2.1061
F -0.3749 0.7828 2.0528
F -1.3189 2.3904 0.9610
C 0.6557 2.8906 2.0931
C 1.8991 2.3241 1.9562
C 2.9881 3.2096 1.9295
C 2.8411 4.5814 2.0477
C 1.5664 5.1605 2.1946
C 1.3101 6.6488 2.3035
F 2.4583 7.3232 2.4481
F 0.7727 7.0745 1.1214
F 0.4112 6.9683 3.2437
C 0.4995 4.3019 2.2168
C -2.5170 3.3376 3.3028
C -3.1451 4.1847 2.2039
C -3.9863 3.3856 1.1441
C -4.8357 2.2176 1.7029
C -5.9029 2.7677 2.7002
C -7.3078 2.1648 2.4303
F -7.1106 0.8204 2.4099
F -7.6910 2.6449 1.2271
C -8.2278 2.6115 3.6055
F -7.8104 2.0041 4.7244
F -8.0254 3.9307 3.8212
S -10.0800 2.3892 3.3374
F -9.8531 1.2523 2.2563
F -10.1295 3.5452 2.2551
F -10.3592 3.5049 4.4681
F -10.1135 1.3014 4.5230
F -11.6399 2.1827 3.1716
C -3.0265 3.4267 4.5679
Br -4.3968 4.4872 5.2856
N -2.2529 2.4863 5.2884
I -2.6916 2.1797 7.2663
H 1.4027 6.3883 8.4998
H 2.0045 4.8449 7.6993
H 0.3329 5.3349 7.4602
H 0.2759 2.2935 10.9251
H -1.1015 1.7561 9.8701
H -1.1232 3.3448 10.6895
H 2.0676 2.5981 8.5184
H 0.8220 1.3690 8.6210
H 0.0852 3.1823 6.3917
H 1.7691 2.6640 6.2741
H 1.3096 0.3591 6.2475
H -0.2984 0.5243 7.0025
H -0.7737 -0.1159 4.6768
H 0.5030 0.9619 4.1267
H 2.0195 1.2460 1.8393
H 4.0127 2.8574 1.7959
H 3.6952 5.2601 2.0384
H -0.4995 4.7186 2.3434
H -2.4236 4.7853 1.6301
H -3.8287 4.9102 2.6622
H -4.7050 4.1131 0.7277
H -3.3926 3.0285 0.2956
H -5.3901 1.8046 0.8426
H -4.2466 1.3976 2.1369
H -5.8994 3.8593 2.6416
H -5.6276 2.3962 3.6991
C 0.6415 2.1690 -1.8502
C 0.4813 1.7029 -3.0978
C 0.9622 2.4793 -4.2921
O 0.8109 2.0064 -5.3984
C 1.5885 3.7764 -4.0586
C 1.7423 4.2376 -2.8119
C 1.2874 3.4507 -1.6210
O 1.4710 3.9117 -0.5051
O 2.3085 5.4208 -2.5588
O -0.1068 0.5345 -3.3375
H 0.3027 1.6189 -0.9841
H 1.9150 4.3346 -4.9248
H 2.3002 5.5173 -1.5885
H -0.0993 0.4181 -4.3142
C 2.3744 -1.5893 -4.4535
C 3.4919 -2.3210 -4.3578
C 3.8424 -3.3550 -5.3870
O 4.8787 -3.9779 -5.2602
C 2.9158 -3.5668 -6.4920
C 1.7984 -2.8361 -6.5825
C 1.4623 -1.7859 -5.5693
O 0.4390 -1.1384 -5.7123
O 0.9210 -3.0016 -7.5808
O 4.3487 -2.1702 -3.3501
H 2.1114 -0.8406 -3.7199
H 3.1707 -4.3269 -7.2182
H 0.2083 -2.3545 -7.4169
H 5.0663 -2.8119 -3.5141
C 2.6911 -7.2818 -0.2637
C 2.4768 -7.7561 -1.4981
C 2.9258 -7.0054 -2.7165
O 2.7225 -7.4909 -3.8117
C 3.5844 -5.7189 -2.5263
C 3.7941 -5.2427 -1.2928
C 3.3691 -6.0092 -0.0758
O 3.6059 -5.5379 1.0239
O 4.3919 -4.0647 -1.0749
O 1.8586 -8.9150 -1.7129
H 2.3758 -7.8146 0.6224
H 3.8882 -5.1819 -3.4122
H 4.4214 -3.9525 -0.0971
H 1.8336 -9.0277 -2.6827
C 2.8318 -4.1857 -12.1979
C 2.1301 -3.7037 -11.1652
C 0.7054 -3.2478 -11.3291
O 0.0979 -2.8341 -10.3596
C 0.1123 -3.3198 -12.6584
C 0.8184 -3.7992 -13.6894
C 2.2279 -4.2783 -13.5209
O 2.8156 -4.7209 -14.4888
O 0.3106 -3.8783 -14.9198
O 2.6640 -3.6066 -9.9418
H 3.8551 -4.5186 -12.0942
H -0.9057 -2.9737 -12.7681
H 1.0186 -4.2579 -15.4747
H 1.9731 -3.2347 -9.3608
C -5.9003 -3.5140 -0.2158
C -6.2729 -2.3112 0.2347
C -6.6895 -1.2151 -0.6992
O -7.0352 -0.1461 -0.2274
C -6.6551 -1.4804 -2.1294
C -6.2793 -2.6836 -2.5834
C -5.8877 -3.7892 -1.6481
O -5.5723 -4.8661 -2.1133
O -6.2324 -2.9654 -3.8839
O -6.2971 -2.0156 1.5383
H -5.6000 -4.3125 0.4481
H -6.9413 -0.6764 -2.7929
H -5.9347 -3.8935 -3.9447
H -6.6046 -1.0908 1.5927
C 7.7094 -2.0695 1.6088
C 9.0386 -2.1996 1.7109
C 9.7252 -3.5026 1.4259
O 10.9352 -3.5566 1.5165
C 8.9005 -4.6457 1.0582
C 7.5716 -4.5170 0.9603
C 6.8895 -3.2037 1.2174
O 5.6773 -3.1278 1.0948
O 6.7885 -5.5474 0.6327
O 9.8227 -1.1853 2.0673
H 7.2046 -1.1350 1.8084
H 9.4041 -5.5842 0.8739
H 5.8754 -5.2063 0.6351
H 10.7334 -1.5396 2.0629
*
```

Orbital gap ... 6.2 eV
HOMO level ... -10.59 eV

Record 2
ORCA calculation (the ωB97M-V functional and the def2-TZVPD basis) on a 2-piece molecular cluster, C3H12N2O2 overall at a distorted geometry.

ORCA input file:
```
! RIJCOSX wB97M-V def2-TZVPD def2/J DEFGRID3
* xyz 0 1
C 1.0804 -0.5725 0.0671
N 0.2790 0.6096 -0.2090
C 0.5589 1.3728 -1.3876
O 0.0227 2.6613 -1.2909
C 0.2704 -1.7972 0.4008
N 0.0671 -2.7136 -0.7780
H 1.7542 -0.3516 0.8811
H 1.7587 -0.7478 -0.7782
H -0.7100 0.4162 -0.1757
H 1.6414 1.4563 -1.4932
H 0.1909 0.8844 -2.3031
H -0.8702 2.6531 -1.6530
H 0.7907 -2.3940 1.1590
H -0.6919 -1.5780 0.8612
H 0.5344 -3.5817 -0.5587
H -0.9190 -2.9634 -0.7825
H -1.5091 0.7287 2.0028
H -1.1748 0.0874 3.3500
O -1.8779 0.5542 2.8776
*
```

Orbital gap ... 9.6 eV
SMILES string ... NCCNCO.O
Energy relative to the best compared isomer or geometry (same formula, charge and spin) ... 1.696 eV
HOMO level ... -8.90 eV

Record 3
ORCA calculation (the ωB97M-V functional and the def2-TZVPD basis) on C7H3O2 as an isolated structure at a distorted geometry.

ORCA input file:
```
! RIJCOSX wB97M-V def2-TZVPD def2/J DEFGRID3
* xyz -1 1
C -1.1907 -1.4075 -0.0613
C -2.4445 -1.3869 0.0097
C -2.2415 1.0176 -0.0991
C -0.0108 -0.7538 -0.0903
C -3.1684 -0.0958 -0.0877
C -0.8605 0.9919 -0.0578
C 1.2987 -0.9603 -0.1706
O 0.0469 1.8244 -0.0701
O -4.3742 0.1260 -0.0323
H -2.5736 2.0301 0.1359
H 2.0436 -0.0570 -0.2565
H 1.7062 -1.8948 -0.1359
*
```

Orbital gap ... 7.8 eV
HOMO level ... -3.99 eV

Record 4
ORCA calculation (the ωB97M-V functional and the def2-TZVPD basis) on a 2-piece molecular cluster, C23H31F2OSi overall at a distorted geometry.

ORCA input file:
```
! RIJCOSX wB97M-V def2-TZVPD def2/J DEFGRID3
* xyz 1 1
C -3.3936 2.0379 1.6889
C -2.9146 1.2066 0.4859
C -2.1029 0.0500 1.2281
C -1.2189 -1.0677 0.5166
C 0.0996 -1.5454 1.2401
O -2.1435 0.0580 2.4942
Si 1.8803 2.7492 3.2691
C 0.1822 3.4185 4.1588
C 2.0803 0.8624 3.8713
C 1.6797 2.8785 1.2568
H -4.2223 2.7672 1.5522
H -3.6792 1.3039 2.4318
H -2.5152 2.5339 2.1436
H -3.7409 0.8668 -0.1785
H -2.3437 1.8947 -0.1704
H -1.8249 -2.0066 0.6053
H 0.4319 -2.5812 1.0186
H 0.9870 -0.9440 1.1879
H -0.2508 -1.5055 2.2726
H 0.6445 4.3461 4.6014
H -0.7068 3.7300 3.6106
H -0.2781 2.8853 4.9928
H 3.1944 0.8376 3.9318
H 1.7697 0.5611 4.8802
H 1.7538 0.0323 3.2598
H 2.6429 2.7617 0.6936
H 0.9178 2.2669 0.7853
H 1.4257 3.8999 0.9302
C 2.2645 3.4106 -2.8524
C 1.3733 2.3583 -2.3552
C 1.9062 1.2290 -1.7191
F 3.2757 1.1116 -1.6941
C 1.1249 0.2007 -1.1894
C -0.2689 0.2893 -1.3580
C -1.1941 -0.8533 -0.8881
C -0.8647 -2.2596 -1.4322
C 0.1378 -2.3815 -2.3615
C 0.6639 -3.6307 -2.5729
F 1.8152 -3.7972 -3.3032
C 0.1099 -4.7514 -1.9645
C 0.7135 -6.0712 -2.2572
C -1.0009 -4.6536 -1.1001
C -1.4938 -3.3846 -0.8408
C -0.8330 1.4283 -1.9576
C -0.0248 2.4442 -2.4597
H 1.6357 4.2153 -3.2759
H 2.8811 3.8437 -2.0592
H 2.9197 3.0063 -3.6302
H 1.6152 -0.6304 -0.6910
H -2.1878 -0.6171 -1.2982
H 0.6005 -1.5110 -2.7789
H 0.1299 -6.8705 -1.7404
H 0.7236 -6.2424 -3.3476
H 1.7505 -6.1056 -1.8835
H -1.4598 -5.5669 -0.6356
H -2.3049 -3.3180 -0.0804
H -1.9127 1.5259 -2.0182
H -0.4504 3.2838 -3.0137
*
```

Orbital gap ... 3.3 eV
HOMO level ... -10.80 eV